1) Density functional theory data (ωB97M-V with the def2-TZVPD basis set) for an isolated molecule of C5H2O.

Atoms and positions in Å:
O -2.8783 0.2017 0.3152
C -1.7714 0.2116 -0.1488
C -1.0640 0.4679 -1.3892
C -0.1151 0.1492 -0.5321
C 1.1802 -0.0997 -0.0600
C 2.2927 -0.3154 0.3521
H -0.9161 -0.1058 0.7248
H 3.2719 -0.5097 0.7381

charge = 0
LUMO = -0.6 eV

---

2) Density functional theory data (ωB97M-V with the def2-TZVPD basis set) for an isolated molecule of C5H2O.

Atoms and positions in Å:
C -1.1376 -0.0247 2.6069
C -0.7625 0.1871 1.4808
C -0.2520 0.2537 0.2031
C 0.2695 0.1161 -0.8820
C 1.0053 -0.5933 -1.9186
O 1.3734 -0.1855 -2.9901
H -1.4418 -0.2513 3.6047
H 1.2077 -1.6253 -1.5732

structure (SMILES) = C#CC#CC=O
charge = 0
LUMO = -0.6 eV

---

Q: Which of them is the least stable? A: 1).